[1]
31
Properties=species:S:1:pos:R:3:forces:R:3:nbo_charge:R:1 method="wB97M-V/def2-TZVPD" total_energy_ev=-19399.300 charge=+1 orbital_gap_ha="0.2530 / 0.2557" homo_ha="-0.42004 / -0.40344" relative_energy_kcal_mol=71.0
C 0.353582 -0.319297 -0.265827 0.776 0.260 -1.049 -0.37
C 1.436605 -0.306508 0.642554 -2.476 -0.243 -0.580 -0.02
C -0.922320 0.290116 -0.063167 0.824 -0.011 1.965 0.51
C -0.057842 1.526840 1.839411 1.020 -0.973 -0.099 0.10
C -0.097714 2.639122 2.533992 0.835 1.044 -0.688 -0.34
C 0.848239 0.369461 2.127480 2.890 0.361 -2.464 0.20
C 2.618844 -1.026388 0.190674 -0.842 2.023 5.990 0.31
C 3.571770 -1.460256 1.322217 2.421 0.959 -2.611 -0.66
C -2.054862 -1.345852 -1.477334 -2.574 0.258 -0.706 -0.41
C -3.230630 0.683752 -0.799783 0.661 1.001 4.235 -0.42
C 2.568559 -0.562710 -2.087598 2.569 -1.334 -1.804 -0.01
N -1.045675 1.249281 0.899005 -3.107 -0.520 -0.524 -0.58
N -2.006732 -0.124147 -0.682866 -0.650 -0.141 -0.033 -0.36
O 3.048254 -1.047236 -1.011272 0.142 -0.804 1.066 -0.33
F 0.153506 -0.519662 2.812133 -1.497 -2.137 0.585 -0.32
H -0.924881 3.251095 2.237034 -0.193 0.832 0.331 0.21
H 0.771895 3.090810 3.028137 -0.754 -0.658 0.472 0.24
H 1.601595 0.686916 2.826710 0.975 0.329 -0.359 0.20
H 4.657369 -1.648568 0.856500 -2.472 -0.057 1.144 0.24
H 3.166024 -2.279922 1.869528 0.037 -0.758 0.312 0.24
H 3.725850 -0.609913 2.001201 -0.215 -0.215 -0.098 0.23
H -3.186929 -1.374714 -1.723965 2.165 -0.508 -0.262 0.23
H -1.424654 -1.223723 -2.328164 0.024 0.064 -1.119 0.21
H -1.804567 -2.321536 -1.081395 0.213 0.239 1.116 0.24
H -4.080734 0.352429 -0.135224 1.033 0.107 -0.487 0.23
H -3.018727 1.755588 -0.584062 -0.103 -0.768 -0.156 0.22
H -3.532491 0.618463 -1.753152 -1.192 -0.137 -3.488 0.22
H 3.290222 -0.849075 -2.790130 0.310 0.298 -1.827 0.18
H 1.728670 -0.033488 -2.286181 -2.160 1.497 0.040 0.18
H 0.485244 -0.750589 -1.294865 -0.428 0.094 1.572 0.22
H -2.043206 1.440557 1.192448 1.768 -0.100 -0.472 0.42

***

[2]
7
Properties=species:S:1:pos:R:3:forces:R:3:nbo_charge:R:1 method="wB97M-V/def2-TZVPD" total_energy_ev=-4078.370 orbital_gap_ha=0.3928 homo_ha=-0.35978 relative_energy_kcal_mol=104.1
C -1.093567 -0.166939 0.127934 -0.918 2.222 -1.250 -0.14
H 1.391122 0.586801 0.760592 0.013 -3.866 -2.613 0.31
H 1.789633 0.061977 -0.944686 -0.522 -1.769 3.365 0.36
H -1.929135 0.071793 -0.632310 0.653 -0.566 1.859 0.19
H -1.411852 -0.079365 1.313035 1.579 -0.757 -2.891 0.18
N 1.270382 -0.400723 -0.024181 1.000 6.739 -0.869 -0.62
N -0.016582 -0.073544 -0.600385 -1.805 -2.003 2.399 -0.28

***

[3]
17
Properties=species:S:1:pos:R:3:forces:R:3:nbo_charge:R:1 method="wB97M-V/def2-TZVPD" total_energy_ev=-9336.657 charge=+1 orbital_gap_ha=0.3142 homo_ha=-0.47854 relative_energy_kcal_mol=129.0
C -1.748210 0.106943 -1.084545 -0.678 -0.875 -0.463 -0.21
C -2.467069 -0.721272 -0.311814 -1.397 -0.715 -5.579 0.07
C 0.359476 1.156220 -0.217444 -2.860 -0.930 -0.168 0.47
C -2.046168 -1.828381 1.693080 -3.124 0.477 2.061 0.03
C 1.530332 1.192373 0.266631 2.987 -0.643 -1.088 -0.24
C 2.838261 0.977678 -0.538168 1.653 -2.431 2.008 -0.63
N -0.847414 1.113403 -0.672967 2.699 2.149 0.009 -0.46
N -2.624280 -1.003634 0.937115 0.513 -0.687 2.495 -0.39
H -2.003808 0.170527 -2.154117 0.260 0.098 0.766 0.24
H -3.273555 -1.248049 -1.044147 1.816 0.897 1.980 0.25
H -1.298917 -2.548035 1.661006 2.049 -0.864 -1.645 0.18
H -2.580176 -2.016334 2.629459 0.192 0.644 0.265 0.18
H 1.895707 1.209278 1.277405 -1.139 0.356 0.742 0.31
H 3.696095 1.461958 -0.014217 -0.957 0.479 -0.652 0.26
H 2.911144 1.042749 -1.596244 -0.538 0.619 -0.762 0.25
H 3.214543 -0.109945 -0.321631 -1.218 1.475 -0.312 0.26
H -1.104744 2.026344 -1.064091 -0.258 -0.050 0.342 0.44